No. 1
{"formula": "C5H6N4O", "method": "the ωB97M-V functional and the def2-TZVPD basis", "e_homo_ev": -9.06, "smiles": "NC(=O)c1cnc(N)cn1", "e_lumo_ev": 0.33, "gap_ev": 9.386, "de_lowest_kj_mol": 0.0, "total_energy_ev": -13290.71732, "elements": ["N", "C", "O", "C", "C", "N", "C", "N", "C", "N", "H", "H", "H", "H", "H", "H"], "xyz": [[-2.85075, 0.69096, 0.53184], [-1.77872, 0.63967, 1.39794], [-1.83340, 0.93487, 2.56846], [-0.55297, 0.29817, 0.63010], [0.69447, 0.24514, 1.19124], [1.81714, -0.17087, 0.60480], [1.61460, -0.50226, -0.65071], [2.70380, -0.81149, -1.45443], [0.35997, -0.35892, -1.29168], [-0.72219, 0.01045, -0.65748], [-3.70125, 1.00813, 0.89769], [-2.85120, 0.47799, -0.46512], [0.81994, 0.63978, 2.24504], [3.58022, -1.10536, -0.94585], [2.45217, -1.41405, -2.23356], [0.24817, -0.58223, -2.36830]], "forces_ev_per_angstrom": [[0.306, -0.301, -0.045], [-0.731, 0.698, -1.711], [0.107, -0.205, 0.237], [0.218, -0.293, 0.364], [0.625, 0.984, 3.033], [-0.728, 0.129, -0.222], [0.813, 0.304, -1.396], [0.898, -0.978, 0.799], [-0.248, -0.440, -0.813], [0.525, -0.388, -0.597], [-1.147, 0.379, 0.714], [0.644, 0.039, 0.839], [-0.311, -0.733, -1.233], [-1.598, 0.480, -0.798], [0.397, 0.199, 0.209], [0.231, 0.126, 0.622]]}

No. 2
{"formula": "C50H127N9O16", "method": "the ωB97M-V functional and the def2-TZVPD basis", "e_homo_ev": -8.48, "smiles": "COC[C@H](C)N.COC[C@H](C)N.COCCNCCOC.COCCNCCOC.COCCNCCOC.COCCNCCOC.COCCNCCOC.COCCNCCOC.COCCNCCOC", "e_lumo_ev": 0.23, "gap_ev": 8.706, "de_lowest_kj_mol": 995.8, "total_energy_ev": -100060.51916, "elements": ["C", "O", "C", "C", "C", "N", "H", "H", "H", "H", "H", "H", "H", "H", "H", "H", "H", "C", "O", "C", "C", "C", "N", "H", "H", "H", "H", "H", "H", "H", "H", "H", "H", "H", "C", "O", "C", "C", "N", "C", "C", "O", "C", "H", "H", "H", "H", "H", "H", "H", "H", "H", "H", "H", "H", "H", "H", "H", "C", "O", "C", "C", "N", "C", "C", "O", "C", "H", "H", "H", "H", "H", "H", "H", "H", "H", "H", "H", "H", "H", "H", "H", "C", "O", "C", "C", "N", "C", "C", "O", "C", "H", "H", "H", "H", "H", "H", "H", "H", "H", "H", "H", "H", "H", "H", "H", "C", "O", "C", "C", "N", "C", "C", "O", "C", "H", "H", "H", "H", "H", "H", "H", "H", "H", "H", "H", "H", "H", "H", "H", "C", "O", "C", "C", "N", "C", "C", "O", "C", "H", "H", "H", "H", "H", "H", "H", "H", "H", "H", "H", "H", "H", "H", "H", "C", "O", "C", "C", "N", "C", "C", "O", "C", "H", "H", "H", "H", "H", "H", "H", "H", "H", "H", "H", "H", "H", "H", "H", "C", "O", "C", "C", "N", "C", "C", "O", "C", "H", "H", "H", "H", "H", "H", "H", "H", "H", "H", "H", "H", "H", "H", "H"], "xyz": [[-6.37317, 3.40727, 7.67542], [-5.44521, 4.05397, 6.81174], [-4.11819, 3.97549, 7.31949], [-3.30642, 4.73848, 6.27127], [-3.27389, 4.10335, 4.81358], [-1.97609, 4.98241, 6.69740], [-6.09805, 3.58765, 8.71459], [-6.42032, 2.32482, 7.55633], [-7.30810, 3.89486, 7.39923], [-3.86527, 4.37646, 8.30099], [-3.78217, 2.94259, 7.41067], [-3.68357, 5.75042, 6.12351], [-2.53965, 4.61668, 4.19272], [-4.20861, 4.42113, 4.35159], [-3.34759, 3.02362, 4.68372], [-1.88753, 5.19753, 7.68023], [-1.52645, 4.07807, 6.70819], [0.10549, -3.15025, -1.91498], [-0.48204, -2.12552, -1.03373], [0.54335, -1.43634, -0.33168], [-0.05782, -0.66889, 0.87015], [-1.22586, 0.23158, 0.47805], [0.87187, 0.12169, 1.58446], [0.83474, -2.79201, -2.64159], [-0.67036, -3.48766, -2.60222], [0.48183, -4.06816, -1.46343], [1.35386, -2.11083, -0.05558], [0.95822, -0.87225, -1.16701], [-0.51490, -1.51208, 1.38804], [-1.47949, 0.99006, 1.21865], [-2.09972, -0.29504, 0.09444], [-0.96198, 1.01656, -0.23065], [1.70566, -0.42059, 1.76001], [1.04074, 0.88597, 0.94614], [-2.89548, -2.99412, 6.81170], [-2.44156, -1.64366, 6.98846], [-1.16681, -1.32644, 6.39072], [-0.62331, -0.04164, 7.08064], [0.87253, -0.11725, 7.00028], [1.44000, 1.27521, 7.10668], [1.23039, 1.89027, 8.51467], [-0.10199, 2.38506, 8.71465], [-0.15321, 3.19964, 9.83611], [-3.70671, -3.00531, 6.08377], [-3.32955, -3.30099, 7.76329], [-2.13821, -3.70894, 6.48973], [-1.26637, -1.16410, 5.31748], [-0.51297, -2.19706, 6.44174], [-0.86958, -0.11747, 8.13975], [-1.05694, 0.83562, 6.60058], [1.23027, -0.66823, 7.76745], [1.04236, 1.89393, 6.30221], [2.50496, 1.08577, 6.97223], [1.90151, 2.73996, 8.64007], [1.39413, 1.05021, 9.18965], [0.42957, 4.10219, 9.65206], [-0.01453, 2.55481, 10.70389], [-1.06116, 3.77236, 10.02506], [5.58862, -7.50411, -4.09222], [7.02092, -7.73931, -4.07480], [7.67893, -7.27036, -2.96678], [9.14704, -7.86873, -2.78219], [9.98115, -7.31160, -3.82714], [11.18279, -8.16076, -3.97174], [12.08203, -8.33120, -2.74086], [11.54064, -9.21899, -1.83753], [12.47215, -9.53030, -0.81676], [5.31152, -6.45042, -4.05975], [5.11112, -8.22063, -3.42387], [5.30762, -7.76179, -5.11337], [7.16104, -7.47085, -2.02886], [7.82251, -6.20680, -3.15734], [8.98069, -8.94224, -2.87173], [9.67359, -7.61609, -1.86185], [9.50506, -7.16876, -4.70637], [11.72266, -7.67928, -4.78711], [10.99251, -9.21663, -4.16416], [12.17703, -7.38925, -2.20067], [13.12984, -8.57438, -2.91711], [12.65382, -8.58103, -0.31281], [13.44003, -9.97366, -1.05073], [12.15983, -10.20865, -0.02278], [-10.90303, -0.70404, -5.13492], [-10.56982, -1.62574, -4.09252], [-11.51302, -1.40855, -3.03386], [-11.29355, -2.56383, -1.98223], [-9.82477, -2.56077, -1.60933], [-9.40021, -1.42508, -0.73921], [-8.32388, -1.71951, 0.34120], [-8.15713, -0.41896, 1.03071], [-7.01923, -0.47188, 1.85157], [-11.78425, -1.17213, -5.57360], [-10.20325, -0.63871, -5.96808], [-11.10808, 0.32883, -4.85343], [-12.50178, -1.46216, -3.48947], [-11.48071, -0.37399, -2.69218], [-11.47199, -3.55822, -2.39142], [-11.87606, -2.27384, -1.10776], [-9.33148, -2.41286, -2.47817], [-10.11341, -1.06689, 0.00319], [-9.11417, -0.53381, -1.29770], [-7.44161, -2.02245, -0.22265], [-8.71694, -2.49081, 1.00355], [-6.16542, -0.44543, 1.17451], [-7.08546, -1.20411, 2.65628], [-6.98193, 0.46272, 2.41123], [4.81483, 11.20986, -3.51880], [4.70819, 10.05025, -2.60799], [4.14869, 8.81355, -3.11028], [4.52271, 7.51241, -2.44095], [3.59409, 6.37182, -2.72330], [4.08858, 5.07196, -2.28738], [3.55314, 4.72904, -0.91425], [4.23904, 5.46439, 0.06849], [3.54178, 5.64118, 1.31834], [5.42621, 12.01466, -3.11062], [3.82184, 11.59246, -3.75475], [5.24919, 10.81267, -4.43623], [4.54031, 8.62351, -4.10958], [3.11830, 8.93251, -3.44531], [4.74117, 7.67434, -1.38542], [5.55960, 7.37548, -2.74788], [3.23830, 6.38951, -3.66839], [5.17701, 5.06103, -2.34491], [3.78271, 4.32708, -3.02202], [3.76188, 3.66992, -0.76324], [2.46482, 4.73047, -0.85366], [3.54575, 4.75413, 1.95178], [2.54052, 6.00228, 1.08343], [3.87569, 6.51790, 1.87329], [-0.18906, 12.65683, -2.19947], [-0.75259, 11.67321, -1.27406], [-0.21927, 10.37921, -1.48811], [-0.59306, 9.37390, -0.40213], [-0.22804, 8.04390, -0.76789], [-1.18197, 7.32403, -1.58209], [-2.43119, 6.90224, -0.90045], [-3.14523, 6.03438, -1.80234], [-4.28424, 5.49989, -1.23456], [0.67672, 12.37359, -2.79804], [0.19756, 13.50389, -1.63281], [-1.01937, 12.98795, -2.82322], [0.85652, 10.47615, -1.63425], [-0.48858, 9.97812, -2.46521], [-1.63969, 9.48676, -0.11944], [-0.01103, 9.58309, 0.49541], [0.71090, 7.96024, -1.13048], [-0.71661, 6.40087, -1.92750], [-1.40341, 7.85497, -2.50793], [-3.03734, 7.74302, -0.56317], [-2.21784, 6.26128, -0.04502], [-4.93200, 5.12146, -2.02530], [-4.73368, 6.19104, -0.52152], [-4.02337, 4.50091, -0.88513], [-3.68544, -1.86426, -6.87361], [-4.44472, -1.10610, -5.85770], [-5.25822, -1.82601, -5.00260], [-6.40215, -2.69676, -5.60597], [-6.06162, -4.00847, -6.16911], [-5.88798, -4.98140, -5.11179], [-5.86997, -6.40943, -5.58294], [-7.12142, -6.87187, -6.05012], [-7.14860, -7.99258, -6.95116], [-3.05508, -2.64701, -6.45167], [-2.85617, -1.41096, -7.41669], [-4.36837, -2.41026, -7.52446], [-5.74136, -1.16378, -4.28418], [-4.61631, -2.29572, -4.25733], [-6.59762, -2.09459, -6.49325], [-7.31813, -2.85474, -5.03665], [-6.94798, -4.29896, -6.55649], [-6.65895, -5.15823, -4.36182], [-4.95582, -4.75985, -4.59207], [-5.39522, -7.02325, -4.81747], [-5.14219, -6.50277, -6.38899], [-6.77023, -8.94229, -6.57303], [-6.46136, -7.77652, -7.76915], [-8.15943, -8.16232, -7.32197], [6.75410, -1.37313, 0.64092], [7.20841, -2.49616, 1.26135], [7.69423, -3.61046, 0.43105], [8.49469, -4.63346, 1.27050], [7.74605, -5.81501, 1.82514], [6.79250, -5.55099, 2.85465], [5.40709, -5.28963, 2.15955], [4.95635, -6.40674, 1.39321], [3.60616, -6.28626, 1.00434], [6.11970, -0.75134, 1.27259], [5.97729, -1.56723, -0.09867], [7.54446, -0.75352, 0.21720], [8.24754, -3.22480, -0.42522], [6.77225, -4.08681, 0.09767], [9.03943, -4.05426, 2.01608], [9.35352, -4.89652, 0.65299], [7.23626, -6.43465, 1.21174], [6.97631, -4.66052, 3.45580], [6.66111, -6.44575, 3.46311], [5.32211, -4.26838, 1.78817], [4.70172, -5.20276, 2.98599], [3.26397, -7.00362, 0.25841], [3.47099, -5.33272, 0.49388], [2.91705, -6.37332, 1.84437]], "forces_ev_per_angstrom": [[0.013, 0.723, -0.397], [0.403, -0.544, 1.524], [0.198, 0.149, -2.150], [-0.129, -0.233, -1.218], [-1.536, 1.216, 0.662], [2.243, -0.917, 0.485], [-0.258, 0.232, 0.179], [0.039, -0.117, -0.361], [-0.289, -0.438, 0.469], [-0.934, 0.657, 0.357], [0.035, -0.449, -0.371], [-0.876, -0.156, 0.137], [0.461, -0.456, 0.284], [-0.274, 0.050, 0.005], [0.773, -0.096, 0.494], [-0.480, 0.655, 0.303], [0.671, -0.342, -0.370], [-1.460, 0.625, -0.447], [0.690, -2.468, -0.635], [-0.234, 0.462, -1.347], [-1.612, -1.084, -1.724], [-0.083, 1.021, -0.561], [0.323, -0.041, 0.518], [0.509, 0.656, 0.495], [-0.509, 0.088, 0.352], [0.135, 0.338, 0.767], [-0.028, -0.285, 0.631], [0.583, 1.217, 0.494], [0.218, 0.152, 1.012], [-0.376, -0.920, 1.112], [0.121, 0.073, 0.159], [0.535, -0.508, -1.110], [0.404, 0.338, 0.020], [0.781, 0.345, 0.283], [-0.454, 0.930, 0.102], [0.691, -0.553, -0.292], [-0.920, 0.310, 0.269], [0.952, -2.617, 0.093], [-0.924, 2.370, -1.064], [-0.292, -1.645, 0.949], [-0.690, 0.080, -1.260], [-0.281, -0.353, -1.267], [-0.385, 0.786, 0.356], [-0.003, -0.059, -0.228], [0.143, -0.160, 0.036], [0.291, 0.180, 0.104], [-0.224, 0.243, -0.235], [0.376, 0.097, 0.599], [-0.699, 0.404, -0.086], [0.379, 0.063, 0.233], [-0.088, -0.064, 0.118], [0.063, -0.035, 0.055], [0.195, 0.642, -0.036], [0.392, -0.183, 0.319], [0.393, 0.269, 0.597], [1.416, -0.331, 0.689], [0.727, 0.670, 0.499], [-1.111, -0.983, -0.609], [1.428, -0.709, -1.321], [-1.203, -0.975, -1.079], [2.216, 0.824, 1.650], [-2.331, 0.937, -1.449], [1.305, -0.965, 0.796], [0.385, 0.367, -0.231], [0.193, 2.315, 0.234], [-0.110, -2.665, 0.787], [0.048, 0.866, 1.160], [0.105, 0.085, 0.951], [-0.267, 0.567, 0.351], [-0.077, -0.353, 0.011], [-0.422, 0.154, 0.073], [-0.068, 0.524, 0.746], [0.432, -0.396, 0.117], [-0.846, -0.138, 0.366], [-0.018, -0.419, -0.054], [0.460, -0.477, -0.002], [-0.605, -0.170, -0.814], [-0.065, 0.751, -0.044], [0.014, -0.413, -0.909], [0.465, 0.129, 0.310], [0.108, 0.209, -1.185], [-1.161, -0.024, -0.426], [-0.540, -1.073, -0.857], [0.324, 1.525, 0.160], [-0.241, -1.753, -0.474], [2.061, 2.343, -0.405], [-0.595, 0.736, 1.223], [-0.288, -0.058, 1.080], [-0.458, 1.445, -1.458], [-0.512, -2.277, -0.719], [-0.163, 1.490, 0.153], [-0.500, 0.609, -0.312], [0.647, -0.451, 0.487], [-0.045, -0.083, 0.616], [-0.448, -0.369, 0.056], [0.587, -0.048, 0.667], [-0.540, 0.286, 0.010], [-0.096, -0.649, 0.070], [0.083, -0.298, -0.163], [-1.312, -0.101, -0.793], [0.243, -0.020, -0.154], [0.610, -0.084, 0.703], [0.376, -0.026, 0.173], [0.560, -0.746, 0.538], [0.367, -0.709, -0.472], [-0.074, 0.304, -0.144], [-0.666, -2.339, 0.041], [0.129, 0.088, 0.457], [-0.020, 1.238, -2.660], [0.389, 0.111, 1.069], [0.656, 1.785, 0.493], [-0.517, 0.713, -0.515], [0.742, -1.447, 0.058], [-0.207, 0.790, 1.026], [-0.512, 0.647, -1.089], [0.008, -0.500, 0.392], [-0.125, 0.066, 0.067], [0.187, 0.334, -0.219], [0.632, 0.485, -0.590], [-0.779, 0.045, 1.172], [-1.058, -0.269, 0.438], [0.209, -0.804, -0.629], [0.321, -0.021, -0.036], [0.243, -0.117, 0.498], [-0.311, -0.168, 0.159], [0.302, -0.505, 0.167], [-0.183, 0.923, -0.045], [-0.045, -0.066, -0.106], [-0.544, -0.684, 0.001], [1.036, -0.268, -0.130], [-0.829, 0.026, 0.996], [0.948, 0.448, -0.800], [0.197, 0.204, -0.588], [1.011, 1.160, 0.336], [-0.630, -1.223, 0.260], [1.107, -0.268, -1.070], [-0.751, -1.336, 0.200], [0.970, 1.795, -0.680], [-0.078, -1.528, -0.501], [-0.231, -0.838, -0.071], [-0.345, 0.080, 0.292], [0.245, 0.076, -0.237], [0.506, -0.185, 0.682], [-0.764, -0.070, -0.280], [-0.049, -0.244, -0.206], [-0.139, 0.457, 0.173], [-0.027, 0.122, 0.023], [0.208, -0.071, 0.065], [-0.461, 0.245, -0.206], [-0.312, 0.071, -0.105], [0.365, 0.321, 0.487], [-0.575, 1.076, -0.315], [-0.372, -0.415, 0.046], [0.112, 0.045, 1.490], [-0.522, -1.273, 1.169], [1.369, 0.512, -2.401], [-0.569, -1.452, 1.911], [1.183, 0.683, -1.337], [-0.495, -0.479, 0.762], [0.334, -1.244, 0.417], [1.879, -0.833, -1.701], [-0.809, -0.310, 0.337], [1.011, 0.700, 0.042], [-0.431, -0.485, 1.011], [-0.906, 1.603, -0.006], [0.005, 0.375, -0.222], [-0.280, 0.863, -0.652], [0.252, -1.178, -0.187], [-0.756, 0.182, -0.048], [0.148, 0.845, 0.690], [-0.078, -0.088, -0.850], [-0.725, 1.512, 0.505], [0.028, -0.216, 0.112], [-0.598, -0.342, 0.534], [0.123, 0.071, -0.595], [-0.083, 0.020, 0.791], [-0.171, 0.160, -0.443], [0.058, 0.387, 0.182], [-1.223, 1.010, -1.074], [1.193, -1.862, 1.100], [-1.272, 0.698, 0.890], [-0.710, -0.082, -0.576], [2.238, 1.146, 0.128], [-2.172, 0.307, -1.362], [-0.743, -0.249, 2.769], [0.688, 0.241, -0.532], [-0.205, 0.610, -0.381], [0.626, 0.004, 0.950], [0.245, -0.483, -0.919], [0.103, 0.049, -0.180], [0.171, 0.086, 0.037], [0.118, -0.234, -0.558], [-0.572, -0.232, 0.792], [-0.304, -0.922, -0.277], [0.731, 0.265, -0.975], [0.392, -0.172, 0.048], [0.134, 0.099, 0.299], [0.346, -0.209, -1.355], [-0.351, -0.133, 0.520], [0.741, -0.529, 0.135], [-0.226, 0.384, 0.202], [0.049, 0.192, 0.277]]}

No. 3
{"formula": "C2H4Cl2N2", "method": "the ωB97M-V functional and the def2-TZVPD basis", "e_homo_ev": -9.92, "smiles": "[H]/N=C(/CCl)NCl", "e_lumo_ev": 0.52, "gap_ev": 10.445, "de_lowest_kj_mol": 177.4, "total_energy_ev": -30161.85926, "elements": ["H", "N", "C", "C", "Cl", "N", "Cl", "H", "H", "H"], "xyz": [[0.09905, -2.19633, 0.08955], [0.60781, -1.43820, 0.65462], [0.22525, -0.36127, 0.24630], [0.47984, 1.00624, 0.75870], [1.17447, 2.13941, -0.48888], [-0.66841, -0.28225, -1.13202], [-1.23693, -1.82635, -1.60124], [1.27897, 1.17609, 1.44582], [-0.44605, 1.52825, 0.91486], [-1.51399, 0.25441, -0.88770]], "forces_ev_per_angstrom": [[1.151, 0.879, 0.951], [-0.103, -2.832, 0.440], [-2.142, 1.427, -3.656], [0.486, 1.232, -1.647], [0.044, -0.148, -0.719], [0.886, 0.767, 2.514], [-0.034, -0.057, 0.045], [-0.318, -0.892, 1.309], [-0.377, -0.138, 0.984], [0.408, -0.237, -0.223]]}